[1]
Molecular formula: C7H12
Method: DFT, ωB97M-V/def2-TZVPD

DFT total energy (eV): -7452.2965
SMILES: C/C=C/[C@@H]1C[C@@H]1C
Orbital gap (eV): 10.1
Energy above the lowest of the compared OMol25 structures with the same formula, charge and spin (kcal per mole): 26.2

Last column: Mulliken charge in e.
CARTESIAN COORDINATES (ANGSTROEM)
C -2.122927 -0.861360 0.074550  -1.4219
C -1.802800 0.611619 -0.007006  0.2078
C -0.859519 1.253125 0.959396  -0.8451
C 1.602183 -0.098710 0.047164  0.1195
C 2.743497 -1.044752 -0.170527  -1.2227
C 0.702969 0.300119 -0.848869  -0.5635
C -0.472515 1.152853 -0.498783  -0.0553
H -1.227823 -1.452929 0.279952  0.3014
H -2.855295 -1.079549 0.861507  0.3485
H -2.544307 -1.216547 -0.869778  0.3290
H -2.650889 1.225369 -0.299117  0.3899
H -1.054340 2.227519 1.390581  0.2880
H -0.328429 0.575302 1.620046  0.2682
H 1.490560 0.250126 1.072355  0.2457
H 2.829149 -1.348363 -1.216917  0.3149
H 2.578437 -1.945810 0.433479  0.2734
H 3.703381 -0.623054 0.153581  0.3156
H 0.829524 0.007701 -1.894379  0.2980
H -0.560855 2.067349 -1.087236  0.4086

Forces on atoms 1 to 2 (eV/Å):
0.05 -0.09 -0.04
-0.22 -0.04 -0.07


[2]
Molecular formula: C7H12
Method: DFT, ωB97M-V/def2-TZVPD

DFT total energy (eV): -7448.8997
Orbital gap (eV): 8.2
Energy above the lowest of the compared OMol25 structures with the same formula, charge and spin (kcal per mole): 104.5

Last column: Mulliken charge in e.
CARTESIAN COORDINATES (ANGSTROEM)
C 2.779883 0.354864 -0.655368  -1.1797
C 1.278753 0.061563 -0.813516  -0.3176
C 0.659970 0.397130 0.494211  -0.3689
C -0.612954 1.179754 0.401145  -0.5329
C -1.756955 0.204200 0.709286  -0.0480
C -2.012971 -0.953671 -0.214013  -0.4758
C -1.352577 -1.190001 1.112318  -0.5538
H 3.299190 0.334980 -1.617099  0.3622
H 3.231167 -0.370939 0.025898  0.3278
H 2.918845 1.345530 -0.210617  0.3388
H 0.848016 0.567650 -1.696369  0.3517
H 1.147225 -1.023660 -0.972886  0.1905
H -0.274720 -1.332230 1.165353  0.1465
H -0.788056 1.681744 -0.565639  0.3080
H -0.593970 1.938463 1.194837  0.3465
H -2.629829 0.651749 1.179933  0.3943
H -3.042357 -1.288966 -0.307108  0.2647
H -1.442508 -1.027610 -1.138436  0.1666
H -1.887256 -1.719856 1.890925  0.2792

Forces on atoms 1 to 2 (eV/Å):
0.19 0.03 -0.02
-0.05 0.08 0.09


[3]
Molecular formula: C7H12
Method: DFT, ωB97M-V/def2-TZVPD

DFT total energy (eV): -7450.3081
SMILES: C=C(C)C(=C)CC
Orbital gap (eV): 9.5
Energy above the lowest of the compared OMol25 structures with the same formula, charge and spin (kcal per mole): 72.0

Last column: Mulliken charge in e.
CARTESIAN COORDINATES (ANGSTROEM)
C -0.450149 -2.484068 0.207816  -0.9819
C 0.482305 -1.388744 0.249885  -0.1228
C -0.241933 -0.163900 -0.370214  0.3345
C -1.003639 -0.352406 -1.459408  -1.0574
C 0.405522 1.239630 1.623584  -1.0796
C 0.159089 1.164253 0.287825  0.6012
C 0.607887 2.338356 -0.505396  -1.1644
H -1.259622 -2.272208 -0.581149  0.2233
H -1.143447 -2.749785 1.066763  0.2644
H 0.190679 -3.573785 0.069159  0.1978
H 0.787934 -1.141152 1.353357  0.2853
H 1.311755 -1.644709 -0.436796  0.2418
H -0.999839 -1.384392 -1.896377  0.3461
H -1.742452 0.382805 -1.751192  0.3075
H -0.054020 0.394419 2.164774  0.2992
H 0.836016 2.066043 2.114444  0.3736
H 1.702947 2.220333 -0.783973  0.2558
H 0.072060 2.196636 -1.454494  0.3338
H 0.543493 3.387066 -0.069063  0.3418

Forces on atoms 1 to 2 (eV/Å):
-2.17 -6.04 -0.33
0.74 2.47 1.17


[4]
Molecular formula: C7H12
Method: DFT, ωB97M-V/def2-TZVPD

DFT total energy (eV): -7449.2917
SMILES: C=CC(=C)CCC
Orbital gap (eV): 7.9
Energy above the lowest of the compared OMol25 structures with the same formula, charge and spin (kcal per mole): 95.5

Last column: Mulliken charge in e.
CARTESIAN COORDINATES (ANGSTROEM)
C -2.115982 -0.353976 0.835758  -1.3132
C -1.360285 0.360951 -0.282336  0.0852
C -0.111951 1.176215 0.287204  -0.9578
C 1.187671 0.418963 0.237349  0.7589
C 1.626444 -0.174615 1.347015  -0.9038
C 1.407070 -1.009058 -1.784079  -0.5759
C 1.539032 0.221343 -1.144094  -0.4979
H -2.711062 0.324258 1.430579  0.3598
H -2.632454 -1.248822 0.400969  0.3557
H -1.398122 -0.744073 1.546825  0.3260
H -1.911762 0.903444 -1.048178  0.3768
H -0.878401 -0.469816 -0.815723  -0.0739
H 0.085512 2.215560 -0.162927  0.3433
H -0.391592 1.275495 1.398935  0.3733
H 1.213366 0.033149 2.294814  0.3513
H 2.307192 -1.087597 1.330196  0.2025
H 2.151816 -1.789797 -1.651383  0.2680
H 0.545717 -1.198478 -2.460214  0.2774
H 1.447788 1.146862 -1.760712  0.2442

Forces on atoms 1 to 2 (eV/Å):
0.00 -0.29 -0.68
2.25 -0.61 -0.13


[5]
Molecular formula: C7H12
Method: DFT, ωB97M-V/def2-TZVPD

DFT total energy (eV): -7451.7700
SMILES: CC[C@H]1C[C@H]2C[C@@H]12
Orbital gap (eV): 10.9
Energy above the lowest of the compared OMol25 structures with the same formula, charge and spin (kcal per mole): 38.3

Last column: Mulliken charge in e.
CARTESIAN COORDINATES (ANGSTROEM)
C -2.427994 -0.953447 -0.091145  -1.4145
C -1.026186 -0.547389 -0.554267  -0.4940
C 0.011532 -0.300723 0.564009  0.1095
C 1.537057 -0.695347 0.424133  -0.9005
C 1.898952 0.779068 0.353313  -0.1315
C 1.126082 1.398825 -0.756376  -0.6039
C 0.458531 1.175644 0.575974  -0.6004
H -3.140712 -0.890149 -0.923188  0.3795
H -2.797077 -0.274495 0.687963  0.3447
H -2.471402 -1.972688 0.307537  0.3438
H -0.650599 -1.239954 -1.319049  0.3459
H -1.138049 0.420650 -1.060383  0.3107
H -0.375473 -0.686899 1.515779  0.5177
H 1.841326 -1.299256 -0.440430  0.3093
H 1.928302 -1.164080 1.333453  0.2695
H 2.796448 1.273051 0.708271  0.3786
H 1.432799 2.399573 -1.040582  0.3081
H 0.798346 0.764549 -1.580302  0.1404
H 0.012447 1.977592 1.159481  0.3871

Forces on atoms 1 to 2 (eV/Å):
-0.03 -0.09 0.08
-0.08 0.10 -0.17


[6]
Molecular formula: C7H12
Method: DFT, ωB97M-V/def2-TZVPD

DFT total energy (eV): -7446.0565
Orbital gap (eV): 6.9
Energy above the lowest of the compared OMol25 structures with the same formula, charge and spin (kcal per mole): 170.1

Last column: Mulliken charge in e.
CARTESIAN COORDINATES (ANGSTROEM)
C 3.034742 0.572002 -0.076601  -1.2355
C 1.606034 0.943673 -0.303191  -0.3342
C 0.825895 -0.295127 -0.706843  -0.3170
C -0.333191 -0.292509 -1.519720  -0.4077
C -2.588565 -0.221648 1.697574  -1.1416
C -1.882976 -0.966919 0.538961  -0.4308
C -0.771506 -0.207369 0.093887  -0.0357
H 3.430116 -0.107072 -0.835814  0.3195
H 3.149397 0.031518 0.875506  0.2860
H 3.537498 1.517928 0.105111  0.3954
H 1.172391 1.553057 0.493560  0.3748
H 1.613069 1.723306 -1.099865  0.2392
H -0.421175 -1.334237 -1.771314  0.3101
H -0.767957 0.459033 -2.142891  0.3724
H -2.902625 0.431877 0.884541  0.4033
H -2.035238 0.420543 2.422206  0.3038
H -3.571069 -0.672149 1.642584  0.3807
H -1.587969 -2.040062 0.540002  0.3435
H -0.677771 0.770764 0.574361  0.1737

Forces on atoms 1 to 2 (eV/Å):
0.34 -0.20 1.76
-0.88 0.65 -1.99


[7]
Molecular formula: C7H12
Method: DFT, ωB97M-V/def2-TZVPD

DFT total energy (eV): -7450.3776
Orbital gap (eV): 8.9
Energy above the lowest of the compared OMol25 structures with the same formula, charge and spin (kcal per mole): 70.4

Last column: Mulliken charge in e.
CARTESIAN COORDINATES (ANGSTROEM)
C 1.169653 -1.792910 0.859004  -1.2505
C 0.486541 -1.291257 -0.410753  -0.6475
C -0.372637 0.375199 -1.726742  -0.8936
C -1.504176 1.016332 -0.990425  -0.4292
C -1.184229 1.157576 0.511133  -0.5531
C 0.347628 1.148777 0.511069  -0.9223
C 0.689169 0.237997 -0.684584  0.4278
H 1.011700 -2.872064 0.961220  0.3895
H 2.249329 -1.609020 0.831204  0.3030
H 0.766412 -1.317279 1.758752  0.3044
H 0.869547 -1.832472 -1.280441  0.4036
H -0.583881 -1.535601 -0.352457  0.3192
H -1.497766 2.010181 -1.480011  0.3666
H -2.482878 0.592254 -1.242149  0.3520
H -1.610473 2.059948 0.960930  0.3677
H -1.579743 0.298662 1.068469  0.2385
H 0.786656 0.827982 1.461215  0.3787
H 0.729245 2.158025 0.306911  0.3280
H 1.709902 0.367669 -1.062345  0.5173

Forces on atoms 1 to 2 (eV/Å):
0.03 0.02 0.09
-0.08 -0.15 -0.04


[8]
Molecular formula: C7H12
Method: DFT, ωB97M-V/def2-TZVPD

DFT total energy (eV): -7445.9937
Orbital gap (eV): 3.3
Energy above the lowest of the compared OMol25 structures with the same formula, charge and spin (kcal per mole): 171.5

Last column: Mulliken charge in e.
CARTESIAN COORDINATES (ANGSTROEM)
C 0.874389 -2.275899 -0.931860  -0.9563
C 0.426104 -1.041785 -1.375642  0.8127
C 0.323179 -0.708314 -2.714047  -1.1374
C -0.186598 -0.061098 -0.416305  -0.1970
C 0.416576 0.035365 0.974530  -0.7165
C -0.296529 1.356845 1.942990  -0.2852
C -1.422677 1.847165 1.210967  -0.7837
H 0.469724 -0.803934 1.659533  0.4701
H 0.806003 -2.523402 0.118345  0.2173
H 1.366059 -2.928375 -1.650982  0.2881
H 0.050999 0.289582 -3.033432  0.2836
H 0.652004 -1.473346 -3.425270  0.2823
H 0.040355 0.918008 -0.833157  0.2775
H -1.167703 -0.459370 -0.201141  0.1912
H 1.390067 0.542181 1.005999  0.1482
H -2.409190 1.451208 1.362088  0.2800
H 0.552474 2.031068 2.339315  0.3328
H -1.437154 2.928215 1.025408  0.2320
H -0.448084 0.875886 2.942661  0.2604

Forces on atoms 1 to 2 (eV/Å):
0.18 0.66 -0.08
-0.71 -0.18 -0.32


[9]
Molecular formula: C7H12
Method: DFT, ωB97M-V/def2-TZVPD

DFT total energy (eV): -7452.5188
SMILES: C[C@H]1[C@H]2CCC[C@@H]12
Orbital gap (eV): 10.8
Energy above the lowest of the compared OMol25 structures with the same formula, charge and spin (kcal per mole): 21.0

Last column: Mulliken charge in e.
CARTESIAN COORDINATES (ANGSTROEM)
C -1.889751 -0.014423 0.743757  -1.3159
C -1.256268 -0.509546 -0.532527  0.1006
C -0.073617 0.076101 -1.271600  -0.2217
C 0.880484 1.145352 -0.753428  -0.7431
C 1.186143 0.774336 0.708957  -0.6465
C 1.074457 -0.764098 0.686815  -0.9470
C 0.091463 -1.194365 -0.475060  -0.3544
H -2.359810 0.966320 0.625395  0.2615
H -2.653715 -0.731203 1.065728  0.3697
H -1.153406 0.048019 1.546346  0.2674
H -2.005926 -0.900212 -1.231616  0.4129
H -0.147831 0.043696 -2.357207  0.3855
H 1.794523 1.021576 -1.346787  0.3139
H 0.496708 2.155462 -0.934497  0.3533
H 2.211879 0.897551 1.085883  0.3694
H 0.539927 1.325329 1.410582  0.2844
H 0.979828 -1.115446 1.729976  0.3431
H 2.059149 -1.090959 0.329748  0.4201
H 0.225770 -2.133499 -1.030457  0.3468

Forces on atoms 1 to 2 (eV/Å):
0.00 0.13 0.12
0.04 0.14 0.14


[10]
Molecular formula: C7H12
Method: DFT, ωB97M-V/def2-TZVPD

DFT total energy (eV): -7448.4665
Orbital gap (eV): 9.6
Energy above the lowest of the compared OMol25 structures with the same formula, charge and spin (kcal per mole): 114.5

Last column: Mulliken charge in e.
CARTESIAN COORDINATES (ANGSTROEM)
C 0.507201 -0.890497 2.643412  -1.2708
C 0.694030 -0.054157 1.380713  -0.2602
C 0.542349 -0.878539 0.101985  -0.5623
C 0.771534 -0.093340 -1.168683  -0.2633
C 0.033336 -0.479321 -2.415876  -0.9322
C -0.413867 0.715146 -2.026243  0.6797
C -1.743061 1.409537 -1.919215  -1.0735
H -0.485842 -1.354760 2.662198  0.3240
H 1.251657 -1.693662 2.696347  0.3228
H 0.609094 -0.275733 3.543730  0.3574
H -0.039271 0.765037 1.369849  0.3133
H 1.685851 0.418550 1.391370  0.2881
H -0.448791 -1.345848 0.054516  0.3114
H 1.277850 -1.696478 0.093379  0.3065
H 0.282116 1.220137 -1.111754  0.0326
H 1.764425 0.357944 -1.260081  0.4865
H -2.368918 1.017427 -2.725636  0.3134
H -1.664661 2.496589 -2.021782  0.3148
H -2.240741 1.187018 -0.967252  0.3119

Forces on atoms 1 to 2 (eV/Å):
-0.01 -0.03 0.04
0.02 0.07 -0.01